(1)
279
Properties=species:S:1:pos:R:3:mulliken_charge:R:1 method="wB97M-V/def2-TZVPD" spin_multiplicity=1 e_lumo_ha=-0.039 largest_force_ev_per_a=3.10 total_charge=+1 e_tot_ha=-6042.3564
N 4.32 3.96 4.86 1.5879
H 5.70 2.61 5.92 0.2962
B -3.87 -1.79 4.43 -0.2676
H 7.74 0.65 -4.87 0.4578
H -0.75 2.40 -5.69 0.4299
C -4.45 1.42 3.21 -1.1950
H -4.39 -2.99 -3.61 0.0869
H 5.57 0.77 -3.60 -0.4950
C 4.45 3.46 3.43 0.9178
H 4.77 5.90 4.56 0.4039
H -3.27 6.02 -6.06 0.4591
H -3.62 -2.48 -5.21 0.2898
C 5.81 5.35 6.52 -1.1486
H 0.61 5.17 -5.97 0.6131
H -2.16 6.87 -4.16 0.4552
H -5.23 -4.08 1.07 0.2018
H 1.75 6.04 -4.00 0.3023
C 5.27 5.03 5.10 -0.5142
C 5.89 -3.36 -3.87 -0.7313
B -3.08 2.05 -1.87 -0.2870
F 2.61 0.89 3.73 0.3410
H 5.72 1.65 3.65 0.2947
H -4.34 0.61 3.95 0.2799
H 2.52 -3.89 -4.31 0.2118
C 3.35 5.24 -5.21 -1.6147
H 8.02 2.07 -1.40 0.3820
H 0.81 2.20 -3.93 0.5395
H 6.21 -0.15 -0.79 0.0574
H 4.90 0.53 0.25 -0.1867
N 0.48 -0.53 0.33 1.0956
C -6.67 -2.08 -4.09 0.2380
C 1.82 -7.52 -1.35 -1.4475
H 2.58 5.17 4.28 0.1387
H 0.70 -6.67 -2.89 0.6292
H 1.74 -2.34 -2.64 -0.7765
H -7.82 -2.30 -5.95 0.4321
C 5.19 1.75 -1.33 0.6348
C -0.94 5.18 -3.63 -0.3845
H -5.91 3.25 2.00 0.5664
H -8.57 -5.80 -6.12 0.3806
C 2.10 5.09 -4.38 0.9561
H 6.51 1.22 0.26 0.2096
H 4.22 3.13 6.85 0.3627
C -2.33 2.60 2.17 -0.9911
C 4.64 2.89 5.84 -1.5898
H 2.96 -1.58 6.02 0.0937
H 0.97 3.46 -2.69 -0.3191
H 3.74 7.43 8.15 0.2714
H -7.11 2.64 3.54 0.3028
C -8.68 -4.70 -6.11 -0.3569
C -1.00 -2.00 1.80 1.3733
C -5.99 -3.49 -0.91 0.6535
F 0.78 5.79 0.44 -0.2681
B 3.56 -0.16 3.54 -0.9631
F 1.90 -4.49 2.72 0.2064
H -0.30 -7.11 6.10 0.3535
H -5.11 -0.25 1.37 -0.3635
H 0.10 1.58 0.39 -0.4193
H 6.71 3.15 3.59 0.4459
H 1.40 3.35 -0.84 1.3006
H -1.42 -3.18 7.38 0.3443
H 1.92 -1.56 -4.83 0.2185
C -7.30 2.17 0.67 -1.0150
H 5.46 4.84 1.01 -0.1003
H 6.57 3.18 0.35 -1.0225
H 2.75 -4.69 -0.93 -0.3939
H -5.78 -4.21 -4.66 0.2233
H 1.17 1.11 -1.87 -0.9329
F 2.29 -6.39 1.67 -0.3426
C 7.31 2.83 -1.70 -1.0830
H 3.31 -3.21 6.78 0.4283
H 0.11 -0.87 -1.75 -0.7673
H 0.99 -5.07 5.40 0.5326
C -0.33 -0.65 1.63 0.5450
H 3.77 -5.84 -4.46 0.3532
H 2.23 2.54 5.74 0.0774
O 3.42 1.23 -4.10 -0.4920
C 1.17 -3.28 -2.80 0.8379
N 2.47 -5.49 -2.83 0.4882
H -1.93 -1.68 6.40 0.2525
H -1.92 2.90 -4.39 0.0704
H 4.16 5.49 -4.52 0.3750
C 5.78 2.70 3.29 -0.4870
H -1.43 -2.02 2.79 -0.6427
H 6.21 4.85 4.59 0.3900
C 0.97 4.44 -5.20 -0.8850
H 2.48 -7.26 -0.49 0.2172
C -1.41 -2.09 -0.69 -0.5689
H -2.25 -2.03 -1.43 -0.0063
O 3.66 -0.75 -3.11 0.0009
H -2.68 -3.00 0.73 1.2237
C 1.81 -4.38 -3.63 -1.2416
C 0.30 2.94 -3.35 -1.1553
H -4.46 2.35 3.79 0.6584
H 4.91 3.99 -2.39 0.5016
C -7.25 -0.25 1.14 -0.9810
O 4.81 5.73 7.48 -0.3619
H 0.40 -0.50 2.43 -0.5293
F 2.73 -1.31 3.42 0.3548
F 2.82 5.62 1.45 -0.3787
H -8.80 -2.48 -4.35 0.4990
H -6.46 -5.84 -5.27 0.4352
C 6.50 1.19 -3.26 0.5240
N -0.23 3.98 -4.32 0.7711
N -7.83 -4.21 -4.99 0.2723
H 0.90 -7.85 -0.86 0.4947
O -5.04 -2.89 -1.46 -0.5098
C 1.93 3.36 5.08 -0.2533
F -2.15 2.14 -0.83 -0.0557
H 1.75 3.01 4.04 -0.2157
H 0.23 -3.02 4.10 -0.2911
H -3.97 -1.25 -4.06 0.1682
C -7.32 0.80 0.01 -0.0888
O -0.77 -5.15 6.46 -0.3330
H -10.58 -4.45 -7.07 0.4059
H 0.78 -3.57 -1.82 -0.8161
C -9.35 -4.35 -2.90 -1.2508
H -2.72 0.45 2.54 -1.2150
F -4.01 -2.17 3.09 0.0460
O -7.13 -3.50 -1.42 -0.7333
F 3.33 -4.47 0.96 -0.2738
H 3.39 7.05 6.48 0.2527
H -0.55 2.57 -2.78 0.0887
C 0.35 0.35 6.48 -1.5866
H 0.39 1.13 5.72 0.1935
H 2.63 0.58 -1.13 -0.6969
C 2.90 4.48 5.09 -1.0344
O 5.19 -4.32 -3.15 -0.3881
H -0.97 -1.62 7.92 0.4446
H 6.78 5.98 0.86 0.3436
C 0.21 -0.88 5.57 1.2808
H -7.04 -1.06 -3.80 0.2978
H 1.29 -2.05 7.89 0.6361
F 4.46 -0.21 4.58 -0.2624
H -5.48 -5.34 -0.16 0.4119
H -0.14 5.66 -3.06 0.4551
C -0.52 -0.82 -0.86 1.5434
N 0.05 -2.25 6.17 0.6162
H 3.32 6.07 -5.94 0.4541
C -0.06 -4.77 5.31 -2.1336
H -2.07 2.92 3.18 0.5251
H -0.42 -5.12 4.36 0.8822
H -1.06 0.15 1.52 -0.5159
H -1.42 2.30 1.67 -0.2571
B 1.41 5.40 1.59 -0.0354
H 6.18 4.43 6.98 0.3693
H 5.30 -2.54 -4.27 0.2781
H 4.65 2.60 -0.87 0.2978
H -1.33 -6.80 7.50 0.2562
H 2.96 5.07 6.00 0.5818
H 4.70 2.77 -3.75 0.3846
H -6.33 -2.58 -3.21 -0.1518
H -0.95 -3.08 -0.81 -0.1617
F 0.99 6.06 2.68 -0.2946
H 6.39 -3.93 -4.67 0.3116
H -5.96 -0.73 2.84 0.5240
C -8.17 -4.87 -3.65 -0.2649
H 0.86 -5.62 -1.50 -0.4505
H -8.21 0.62 -0.62 0.5105
C -4.34 -2.22 -4.42 -0.3690
C 7.35 1.56 -4.42 -1.6797
H -8.12 -0.31 1.81 0.5208
H 8.20 2.17 -4.15 0.3530
H 3.55 2.91 3.28 -1.0320
C -1.25 3.21 -5.16 -0.1559
C 2.61 -2.57 6.21 -1.0309
C -6.00 -0.03 2.01 0.0305
F -2.88 -0.79 4.46 -0.4394
C -2.04 4.09 -6.19 -1.0151
H -2.65 -1.21 0.82 -1.0100
F -5.07 -1.22 4.97 -0.3015
C 7.06 3.71 -0.48 0.4670
H -10.68 -5.14 -5.42 0.3239
H -1.30 -3.10 4.92 0.1456
C 1.78 1.24 -0.98 4.4431
H -0.87 6.53 -5.32 0.3299
H -3.45 4.89 -4.82 0.1536
H 3.70 4.37 -5.77 0.3265
H 2.20 -8.31 -1.97 0.3776
H 4.46 4.34 2.74 -0.2737
C 4.35 -3.82 -2.16 0.0548
H 4.94 7.78 7.03 0.3260
H 0.97 -3.59 7.25 0.7546
F -3.45 3.35 -2.31 -0.4331
C -6.46 -4.72 -5.35 -0.7635
H -8.34 -5.93 -3.87 0.4037
H -10.48 -3.39 -5.65 0.2861
C -7.86 -2.68 -4.89 -0.9102
H 2.38 -7.00 -4.34 0.3576
H 1.08 3.85 5.52 0.6139
H 2.56 -2.91 5.21 0.1226
H -6.44 0.68 -0.64 -0.1560
H -3.63 1.05 1.21 -0.7039
H -0.36 0.58 7.29 0.3127
H 4.21 1.97 5.52 0.4852
F 1.16 -4.81 0.53 -0.3205
N -5.82 1.30 2.60 0.7106
F 1.20 4.02 1.79 0.0702
H -7.77 1.05 3.41 0.4169
H 1.68 1.09 1.16 -0.5573
H -9.44 -4.89 -1.94 0.4413
C -10.18 -4.38 -6.06 -1.2538
H 1.15 -4.97 -4.29 0.6415
H 7.04 0.43 -2.69 0.3723
F -2.43 1.51 -3.04 -0.4903
C 1.73 -1.44 0.33 0.6369
H -9.38 -3.28 -2.58 0.2094
H -2.05 -6.74 5.90 0.2622
H 6.79 -3.01 -3.25 0.2386
C -5.99 2.28 1.50 -0.2826
C 1.85 -0.48 -4.63 -1.0368
H 6.10 3.90 -3.76 0.4933
H 6.82 2.12 -5.21 0.3294
C 0.98 0.95 0.31 0.3629
H 0.29 -3.01 -3.33 1.0368
H -7.36 -4.72 -2.92 0.3961
O 6.37 4.86 -0.85 -0.4142
H -0.24 -2.80 1.65 -0.3323
H -6.86 -4.60 0.67 0.3611
H -1.50 4.42 -7.08 0.3453
C 3.18 -6.43 -3.80 -0.9467
C -1.18 -2.20 7.00 -0.8717
C -5.87 -4.42 0.27 -1.4866
H -2.81 3.49 -6.64 0.5868
C 5.94 5.55 0.31 -0.1631
H 1.79 0.02 -5.59 0.5456
H 2.91 2.87 -1.75 -0.5388
H 1.11 -0.93 4.97 -0.4697
H -6.30 -4.51 -6.38 0.4392
H 4.42 1.30 -1.96 -0.3004
C -2.03 -2.14 0.68 -0.5124
H 0.89 -0.39 -4.09 -0.1588
H 3.81 -7.12 -3.25 0.3480
C -2.68 5.30 -5.48 -0.5774
H -1.10 0.13 -0.84 -0.2015
H -7.14 -1.26 0.70 0.1758
H -0.62 -0.83 4.90 -0.2367
C -3.25 1.35 2.20 3.2290
C 4.17 7.05 7.24 -0.6365
C -1.11 -6.52 6.49 -0.8568
C 3.06 0.04 -3.90 -0.1555
H 8.03 4.03 -0.05 0.7872
F -4.19 1.31 -1.51 0.0122
H 2.75 2.76 0.03 0.2575
C 3.39 -4.96 -1.79 -0.0155
H 3.93 -5.83 -1.44 0.8107
H 5.34 6.41 0.06 0.3317
C 2.25 2.69 -0.90 -2.3418
H -5.18 2.27 0.77 -0.1257
H 7.76 3.53 -2.39 0.4442
C -1.65 6.09 -4.70 -0.8693
H -1.64 4.74 -2.89 0.2181
H 2.24 -1.31 -0.62 -0.2574
H 6.60 6.09 6.45 0.5261
H 2.33 4.40 -3.58 -0.6476
H 1.29 3.51 -5.71 0.2964
B 2.20 -5.04 1.51 -0.1360
C -6.87 1.60 3.61 -0.9453
N 6.14 2.26 -2.39 1.7113
F -3.54 -2.87 5.22 -0.3062
H 3.87 -2.87 -2.42 -0.6303
H -8.38 -4.23 -7.05 0.4800
C 5.39 3.32 -3.13 -1.5850
C -0.23 -3.25 5.05 1.3959
O -5.61 -1.99 -5.05 -0.5113
C 1.23 -2.59 6.94 -0.6593
C 5.74 0.78 -0.38 -0.6243
H 2.38 -1.02 1.08 -0.6969
H -7.31 3.01 -0.04 0.4951
H -6.45 1.29 4.55 0.2742
H -8.22 2.38 1.19 0.4023
H 1.52 -2.44 0.64 0.0508
H 5.91 2.68 2.21 -0.5041
H -2.73 3.47 1.60 0.2231
H 1.37 0.32 6.89 0.3811
C 1.40 -6.30 -2.18 0.3190
F 4.26 0.01 2.32 -0.0665
H 4.80 -3.63 -1.17 0.5434
H -10.30 -4.46 -3.43 0.2733



(2)
86
Properties=species:S:1:pos:R:3:mulliken_charge:R:1 method="wB97M-V/def2-TZVPD" spin_multiplicity=1 e_lumo_ha=0.137 largest_force_ev_per_a=0.13 total_charge=-2 e_tot_ha=-5378.1053
C -3.84 -6.10 1.75 -0.3152
H -2.25 -7.27 0.90 0.3661
N -1.90 -1.37 2.78 -1.2082
C 3.10 -0.29 -5.16 -0.5477
C 1.50 -2.61 -2.11 -0.1756
C -0.72 -3.03 -1.36 -0.1029
H -6.30 1.88 -0.19 0.3670
H -3.27 0.93 -3.19 0.2618
C -0.25 -2.87 -0.05 0.1472
C 3.97 0.02 -4.13 -0.6641
O 5.31 1.49 -1.89 -0.7792
H 5.49 1.80 0.47 0.3992
H -5.25 2.27 1.19 0.3431
C -2.15 -3.90 1.34 0.5804
C -3.94 -0.48 -0.22 -0.7853
Ge -3.82 1.41 -0.76 0.5501
H -2.23 2.71 0.74 0.7279
C 4.82 1.53 2.44 -0.7142
N -1.12 -1.66 1.70 0.4978
H 2.22 5.20 -1.08 0.4830
C -1.64 -0.17 3.25 0.4480
H 5.72 0.99 2.71 0.3899
C -0.18 0.52 -3.50 0.0424
N 2.14 0.63 -2.72 0.6154
H 1.45 3.58 4.57 0.4179
N 2.99 2.69 3.56 -0.3169
C -1.22 -2.77 1.09 0.1908
H -3.73 -2.74 2.20 0.3445
N -2.29 0.15 4.41 -0.4764
H -0.78 -5.34 0.53 0.4540
H -1.77 -3.20 -1.54 0.3917
C 3.82 1.63 3.51 0.8122
H -3.20 -1.08 -0.76 0.0713
H 2.28 0.81 1.04 0.5711
H 2.90 -2.24 -0.52 0.4965
H -3.06 -0.46 4.65 0.2168
C 3.45 0.44 -2.91 0.6327
C -2.59 -6.28 1.18 -0.7477
H -1.85 2.91 -1.00 0.0556
C 3.47 2.55 0.61 0.1366
H -3.75 -0.60 0.85 0.1097
C 1.31 0.34 -3.72 0.3756
H 0.17 3.81 -0.84 0.6330
C 1.88 -2.50 -0.78 -0.6138
C 3.74 0.64 4.49 -0.5306
H -4.50 -6.95 1.90 0.3598
I -0.26 3.56 -3.86 0.2197
C 2.81 0.81 5.50 -0.2158
O -0.94 -0.31 -3.97 -0.6454
C -2.13 2.20 -0.22 -1.1022
C 0.18 -2.88 -2.40 -0.7046
H -5.03 1.10 -2.99 0.4117
C 2.12 2.73 4.56 -0.1976
C 1.74 -0.15 -4.95 -0.8124
H 4.38 -0.23 4.46 0.4157
C -1.75 -5.19 0.98 -0.2528
H 1.00 -0.40 -5.70 0.4813
C -3.42 -3.73 1.91 -0.2418
C 1.13 3.49 -0.44 -0.5754
C -4.06 1.50 -2.70 -1.1016
N 1.03 -2.64 0.23 -0.4731
C -5.34 2.33 0.10 -1.3607
N 1.15 2.28 0.13 0.1548
C 4.69 1.96 1.19 -0.8856
C 2.26 4.26 -0.56 -1.1382
H 4.37 4.34 -0.14 0.4756
S -0.58 1.06 2.63 -0.5515
H 2.23 -2.43 -2.89 0.4609
C -4.25 -4.83 2.10 -0.7546
H -3.98 2.53 -3.04 0.2953
Sn -0.52 0.67 -0.09 0.6844
H -5.23 -4.67 2.54 0.3561
H 5.04 -0.06 -4.24 0.4908
H -0.17 -2.92 -3.43 0.2589
H -5.36 3.38 -0.18 0.3723
I 0.12 6.07 -5.12 -0.4563
N 1.99 1.86 5.56 -0.5837
C 3.46 3.77 -0.04 -0.3899
H 3.47 -0.64 -6.12 0.3822
O -0.56 1.55 -2.81 -0.2489
O 4.22 -0.13 -0.76 -0.6298
H -4.93 -0.88 -0.44 0.4995
C 2.29 1.82 0.63 0.2885
H -2.39 1.13 4.61 0.2274
C 4.41 0.63 -1.73 -0.0411
H 2.71 0.07 6.29 0.3768